# 1
{
  "formula": "H4O2",
  "method": "the ωB97M-V functional and the def2-TZVPD basis",
  "species": ["H", "O", "O", "H", "H", "H"],
  "positions_angstrom": [[1.0595, -0.9848, 0.2842], [0.3143, -1.4055, 0.6955], [-0.2689, 1.1623, -0.7520], [-0.4785, -1.3668, 0.1453], [-0.3706, 0.5112, -0.0676], [-0.2558, 2.0835, -0.3054]],
  "forces_ev_per_angstrom": [[0.210, 0.270, -0.721], [-0.816, -0.382, 0.870], [0.137, 2.810, 0.211], [0.579, -0.103, -0.231], [-0.032, -0.031, 0.836], [-0.079, -2.563, -0.964]],
  "mulliken_charge": [0.338, -0.686, -0.635, 0.330, 0.319, 0.333],
  "e_tot_ev": -4159.633,
  "orbital_gap_ev": 12.53,
  "e_homo_ev": -11.69,
  "smiles": "O.O"
}



# 2
{
  "formula": "H4O2",
  "method": "the ωB97M-V functional and the def2-TZVPD basis",
  "species": ["H", "H", "H", "H", "O", "O"],
  "positions_angstrom": [[-0.7684, 0.3342, -1.4341], [0.8410, 0.5043, -1.2773], [0.2962, -0.0582, 0.4675], [-0.3554, -0.7754, 1.8708], [0.1213, -0.0621, -1.0433], [-0.1346, 0.0572, 1.4164]],
  "forces_ev_per_angstrom": [[3.052, -1.052, 1.363], [0.505, 0.803, -0.704], [-1.823, -0.444, 2.840], [0.476, 0.438, -0.800], [-3.032, 0.332, -1.986], [0.821, -0.077, -0.712]],
  "mulliken_charge": [0.365, 0.355, 0.393, 0.292, -0.688, -0.716],
  "e_tot_ev": -4159.272,
  "orbital_gap_ev": 10.77,
  "e_homo_ev": -10.20,
  "smiles": "O.O"
}



# 3
{
  "formula": "H4O2",
  "method": "the ωB97M-V functional and the def2-TZVPD basis",
  "species": ["O", "O", "H", "H", "H", "H"],
  "positions_angstrom": [[-1.1419, -0.2636, 0.2374], [1.7482, -0.0189, -0.3435], [-1.4459, -0.6090, 1.0853], [1.9002, 0.8069, -0.8146], [-1.9381, -0.0009, -0.2377], [0.8776, 0.0855, 0.0732]],
  "forces_ev_per_angstrom": [[-0.114, 0.000, 0.180], [-0.098, 0.153, 0.146], [-0.001, 0.048, -0.143], [-0.021, -0.078, 0.065], [0.107, -0.030, 0.055], [0.126, -0.094, -0.303]],
  "mulliken_charge": [-0.646, -0.637, 0.316, 0.311, 0.311, 0.345],
  "e_tot_ev": -4159.879,
  "orbital_gap_ev": 11.53,
  "e_homo_ev": -10.87,
  "smiles": "O.O"
}



# 4
{
  "formula": "H4O2",
  "method": "the ωB97M-V functional and the def2-TZVPD basis",
  "species": ["H", "O", "H", "O", "H", "H"],
  "positions_angstrom": [[1.1866, -0.1206, 1.3106], [1.8941, -0.5433, 0.8148], [1.6690, -1.4745, 0.6810], [-1.7707, 0.4995, -0.8169], [-1.7361, 0.8652, -1.7076], [-1.8249, 1.2576, -0.2271]],
  "forces_ev_per_angstrom": [[-0.103, -0.334, -0.094], [0.307, -0.106, -0.111], [-0.201, 0.441, 0.184], [-0.011, -0.029, -0.015], [0.016, 0.005, 0.126], [-0.008, 0.023, -0.092]],
  "mulliken_charge": [0.315, -0.638, 0.322, -0.634, 0.319, 0.317],
  "e_tot_ev": -4159.732,
  "orbital_gap_ev": 12.22,
  "e_homo_ev": -11.39,
  "smiles": "O.O"
}